one) C4H3N2 as an isolated structure, computed with ωB97M-V/def2-TZVPD.

ORCA input file:
```
! RIJCOSX wB97M-V def2-TZVPD def2/J DEFGRID3
* xyz 1 1
C -3.0979 0.3785 0.2089
C -1.4036 -0.5925 -0.0436
C -0.0835 -0.0429 0.1912
C 1.0332 0.5259 0.3122
N -3.9929 -0.3357 0.0137
N -1.7966 0.6178 0.0848
H -1.8090 -1.5908 -0.2275
H 1.3616 1.5557 0.6697
H 1.8405 -0.2529 0.2962
*
```

Summary:
E_LUMO ... -6.900 eV
HOMO energy ... -16.193 eV
Kohn-Sham gap ... 9.3 eV



two) A 2-piece molecular cluster, C4H3N2 overall, computed with ωB97M-V/def2-TZVPD.

ORCA input file:
```
! RIJCOSX wB97M-V def2-TZVPD def2/J DEFGRID3
* xyz 1 1
C 0.4301 -1.0566 -2.6815
C 0.1753 -0.7574 -4.0599
C -0.6774 0.0015 0.6095
C 0.6098 -0.6141 -1.4080
N 0.4715 -1.9920 -3.5976
N -0.0565 -0.3699 -0.3956
H -0.7877 -0.6436 1.4757
H -1.1409 0.9868 0.6355
H 2.0859 0.1072 -1.3366
*
```

Summary:
E_LUMO ... -6.812 eV
HOMO energy ... -14.801 eV
Kohn-Sham gap ... 8.0 eV



one) is the most stable structure; the next one sits 89.7 kJ/mol above it.



one) One molecule with the formula C6H9N3OS, computed with ωB97M-V/def2-TZVPD.

ORCA input file:
```
! RIJCOSX wB97M-V def2-TZVPD def2/J DEFGRID3
* xyz 0 1
C -2.2184 -0.1517 1.9198
S -1.5712 -0.5461 0.4489
O -2.0548 -1.7636 -0.0804
N -1.9196 0.7265 -0.5092
C -1.5402 0.7156 -1.9062
C 0.3971 -0.5298 0.3304
N 1.0488 -0.7001 1.4546
C 2.4312 -0.7095 1.3452
C 2.9517 -0.1057 0.1634
C 2.1576 0.0908 -0.9026
N 0.8500 -0.2291 -0.8567
H -1.9777 -0.8589 2.6558
H -1.8979 0.8588 2.3724
H -1.5632 1.4772 0.0108
H -1.6138 -0.2569 -2.2625
H -2.3058 1.2958 -2.4804
H -0.4737 0.9044 -2.1215
H 2.8942 -0.8480 2.2497
H 3.9585 0.1185 -0.0472
H 2.4473 0.5119 -1.7841
*
```

Summary:
E_LUMO ... -0.354 eV
SMILES ... C=[S@@](=O)(NC)c1ncccn1
HOMO energy ... -7.961 eV
Kohn-Sham gap ... 7.6 eV



two) One molecule with the formula C6H9N3OS, computed with ωB97M-V/def2-TZVPD.

ORCA input file:
```
! RIJCOSX wB97M-V def2-TZVPD def2/J DEFGRID3
* xyz 0 1
C 0.6133 -2.3615 -1.4466
C 0.1970 1.2194 0.2868
C 0.7801 -1.1311 -2.4371
C -1.5140 0.8541 2.2757
C -2.3870 0.6901 1.0103
C -0.9694 1.0553 0.9085
N 1.3557 -2.2094 -0.4174
N 2.1191 -1.0899 -0.2968
N 1.3258 1.7494 0.9936
O 0.3704 1.0750 -1.0560
S 1.7640 0.0081 -1.4475
H 0.0152 -3.1977 -1.7545
H 1.4778 -1.5626 -3.2823
H -0.1488 -0.8186 -2.7751
H -1.5174 1.8115 2.7979
H -1.1758 -0.0123 2.9642
H -2.8484 -0.2574 0.5192
H -3.0488 1.5407 0.9691
H 1.5006 1.0729 1.7616
H 2.0905 1.5641 0.4265
*
```

Summary:
E_LUMO ... 0.125 eV
HOMO energy ... -7.983 eV
Kohn-Sham gap ... 8.1 eV



one) is the most stable structure; the next one sits 113.7 kJ/mol above it.



one) A 2-piece molecular cluster, C2H8N2O2 overall, computed with ωB97M-V/def2-TZVPD.

ORCA input file:
```
! RIJCOSX wB97M-V def2-TZVPD def2/J DEFGRID3
* xyz 0 1
C 1.6623 0.4018 0.1868
C -1.0712 -1.0143 -0.5611
N -1.7117 1.2573 0.0813
N -1.7128 -0.1406 0.2846
O -0.3118 -2.0145 -0.2560
O 0.7407 0.6292 -0.7200
H 1.3049 -0.5333 0.8968
H 1.8405 1.3335 0.9184
H 2.5716 0.1848 -0.3900
H -1.1072 -0.7056 -1.6770
H -2.2047 1.4542 -0.8624
H -0.6578 1.4518 -0.1736
H -1.4394 -0.3891 1.2241
H 0.1955 -2.0717 0.5963
*
```

Summary:
E_LUMO ... -0.053 eV
HOMO energy ... -7.817 eV
Kohn-Sham gap ... 7.8 eV



two) A 2-piece molecular cluster, C2H8N2O2 overall, computed with ωB97M-V/def2-TZVPD.

ORCA input file:
```
! RIJCOSX wB97M-V def2-TZVPD def2/J DEFGRID3
* xyz 0 1
N -2.4276 2.0023 -1.0452
C -1.5274 0.8530 -0.9926
O -1.7481 -0.3312 -1.0653
H -2.4603 2.4019 -0.1403
H -1.9500 2.6078 -1.6917
H -0.5785 1.3187 -0.6460
N 2.2895 -1.5192 0.0345
C 1.0746 -1.3795 0.8735
O 0.7571 0.0215 1.1319
H 2.0267 -1.2769 -0.9349
H 2.9084 -0.8383 0.4377
H 0.2555 -1.9531 0.4116
H 1.3335 -1.9097 1.8208
H 0.0468 0.0026 1.8059
*
```

Summary:
E_LUMO ... 0.623 eV
SMILES ... NC=O.NCO
HOMO energy ... -9.828 eV
Kohn-Sham gap ... 10.5 eV



two) is the most stable structure; the next one sits 328.6 kJ/mol above it.



one) One molecule with the formula C2H8N2O2, computed with ωB97M-V/def2-TZVPD.

ORCA input file:
```
! RIJCOSX wB97M-V def2-TZVPD def2/J DEFGRID3
* xyz 0 1
C 0.7307 1.4479 -0.1632
C -0.4927 0.7189 0.3720
O -1.6673 1.5066 0.3124
N -0.8877 -0.5546 -0.5316
O 0.5387 -1.3863 -0.7651
N 0.8406 -2.4575 0.0655
H 1.4989 0.7263 -0.3480
H 0.6003 1.8124 -1.1374
H 1.1431 2.1923 0.5302
H -0.1894 0.4061 1.4015
H -2.2708 1.4253 0.9941
H -0.9395 -0.1412 -1.4676
H 0.5821 -2.3057 0.9874
H 0.5131 -3.3904 -0.2503
*
```

Summary:
E_LUMO ... 0.823 eV
SMILES ... C[C@@H](O)NON
HOMO energy ... -9.010 eV
Kohn-Sham gap ... 9.8 eV



two) A 2-piece molecular cluster, C2H8N2O2 overall, computed with ωB97M-V/def2-TZVPD.

ORCA input file:
```
! RIJCOSX wB97M-V def2-TZVPD def2/J DEFGRID3
* xyz 0 1
O 1.9118 3.5728 0.7332
C 2.0149 2.6165 1.4700
O 0.8140 2.3177 2.1647
H 2.8772 1.9068 1.3270
H 0.1587 3.0268 1.7614
N -1.8339 -1.5433 -1.8700
C -0.7921 -2.5192 -1.3679
N -1.5819 -3.6315 -0.8202
H -2.5202 -2.0296 -2.4495
H -2.1390 -1.0498 -1.0717
H -0.1345 -2.8089 -2.1518
H -0.3366 -2.0640 -0.4391
H -2.1021 -4.2246 -1.6155
H -1.0369 -4.2411 -0.3253
*
```

Summary:
E_LUMO ... 0.724 eV
SMILES ... O=CO.NCN
HOMO energy ... -9.107 eV
Kohn-Sham gap ... 9.8 eV



three) C2H8N2O2 as an isolated structure, computed with ωB97M-V/def2-TZVPD.

ORCA input file:
```
! RIJCOSX wB97M-V def2-TZVPD def2/J DEFGRID3
* xyz 0 1
C -1.1311 -0.8265 -0.1190
C 1.5801 -0.0624 0.5630
N -2.3550 -0.2622 -0.5681
N 1.9666 0.7387 -0.4264
O -0.2258 -1.0064 -1.0085
O -0.4253 0.2776 1.0960
H -0.5316 1.1414 0.6699
H -1.3350 -1.6401 0.6008
H -2.2070 0.3985 -1.3212
H -2.9390 0.1112 0.1688
H 1.8377 0.3754 -1.3649
H 2.4384 1.6098 -0.2236
H 1.7670 0.2662 1.5756
H 1.5600 -1.1213 0.3574
*
```

Summary:
E_LUMO ... 0.599 eV
HOMO energy ... -8.354 eV
Kohn-Sham gap ... 9.0 eV



four) A 2-piece molecular cluster, C2H8N2O2 overall, computed with ωB97M-V/def2-TZVPD.

ORCA input file:
```
! RIJCOSX wB97M-V def2-TZVPD def2/J DEFGRID3
* xyz 0 1
N -1.6335 -0.4147 -0.2543
C -1.5574 -1.6048 0.3230
O -0.6179 -1.9151 1.1180
H -0.7575 0.1476 -0.1626
H -2.3870 0.0674 -0.6740
H -2.3118 -2.3483 0.0941
N 1.2426 0.5898 0.9505
C 1.0549 1.3405 -0.3097
O 0.7283 0.4923 -1.4902
H 2.3160 0.4545 1.1914
H 0.8525 -0.3680 1.0770
H 1.8736 1.9670 -0.4907
H 0.0610 1.9601 -0.1610
H 1.1361 -0.3684 -1.2115
*
```

Summary:
E_LUMO ... 0.894 eV
SMILES ... NC=O.NCO
HOMO energy ... -9.666 eV
Kohn-Sham gap ... 10.6 eV



four) is the most stable structure; the next one sits 59.7 kJ/mol above it.